1.
56
Properties=species:S:1:pos:R:3 method="wB97M-V/def2-TZVPD" multiplicity=3 total_charge=-1 homo_lumo_gap_ev="5.5 / 4.8" e_above_lowest_kcal_mol=8.34 s_squared=2.036
Pt 0.2351 0.5801 -0.8053
F -0.0029 5.7549 -2.5252
C -0.6351 4.6280 -2.1877
F -1.8220 4.9421 -1.6775
F -0.8255 3.9059 -3.2978
S 0.3905 3.6888 -0.9847
O 1.5736 3.3389 -1.7251
O 0.4883 4.5232 0.1679
O -0.5180 2.4996 -0.7623
O 0.5198 -3.0284 8.8469
S -0.5718 -3.0859 7.8893
O -0.2426 -4.0220 6.8148
O -1.8152 -3.5079 8.5201
C -0.8127 -1.4470 7.1915
N -1.1936 -0.5583 8.0941
C -1.3580 0.6760 7.5688
C -1.1538 0.9650 6.2491
C -0.7499 -0.0866 5.3771
N -0.5806 -1.3354 5.9164
C -0.5134 0.0766 3.9903
C -0.1084 -1.0079 3.1638
C 0.1051 -0.8327 1.8328
N -0.0484 0.3653 1.1921
C -0.4328 1.4183 1.9689
C -0.6609 1.3170 3.3071
H -1.6671 1.4526 8.2594
H -1.2997 1.9743 5.8957
H 0.0342 -1.9882 3.5943
H 0.4091 -1.6634 1.2172
H -0.5516 2.3648 1.4675
H -0.9546 2.2205 3.8218
C -1.3011 -0.3820 -5.7375
C -0.0152 0.0064 -5.0177
C 0.6756 1.1507 -5.7508
C 0.9034 -1.2160 -4.9246
N -0.4570 0.5041 -3.6955
N 0.6256 0.8444 -2.8118
H -1.0797 -0.6973 -6.7574
H -1.9903 0.4620 -5.7701
H -1.7943 -1.2156 -5.2328
H 0.9422 0.8399 -6.7619
H 1.6006 1.4527 -5.2541
H 0.0177 2.0182 -5.8107
H 1.0945 -1.6183 -5.9204
H 0.4470 -2.0135 -4.3353
H 1.8847 -0.9879 -4.4989
H -0.9813 -0.2220 -3.2175
H 0.8743 1.8216 -2.9525
H 1.4513 0.2838 -3.0221
N 0.9458 -1.2382 -1.0640
C 1.2807 -2.3325 -1.2393
C 1.6884 -3.6210 -1.5164
C 2.8490 -4.1487 -0.9018
N 3.7944 -4.5784 -0.4009
C 0.9535 -4.3429 -2.4862
N 0.3534 -4.8979 -3.3014

2.
47
Properties=species:S:1:pos:R:3 method="wB97M-V/def2-TZVPD" total_charge=0 homo_lumo_gap_ev=2.3 e_above_lowest_kcal_mol=60.18
C -4.7338 1.3461 1.9921
N -3.3095 1.6614 1.9153
C -2.9360 2.7827 1.0476
C -2.3879 0.7174 2.2907
C -0.9824 0.9056 2.2413
C -0.3689 2.1220 2.6254
C 0.9902 2.2825 2.5358
C 1.7890 1.2658 2.0374
C 3.2779 1.4834 1.8443
F 3.9135 0.3023 1.9963
F 3.4743 1.9615 0.5974
F 3.7128 2.3739 2.7607
C 1.2117 0.0644 1.6591
C -0.1378 -0.1310 1.7823
H -5.3272 2.1296 1.5283
H -4.9360 0.4084 1.4801
H -5.0400 1.2510 3.0304
H -3.8041 3.1716 0.5207
H -2.4963 3.5879 1.6289
H -2.2124 2.4485 0.3068
H -2.7629 -0.2705 2.5009
H -0.9687 2.9094 3.0426
H 1.4527 3.2038 2.8447
H 1.8397 -0.7118 1.2602
H -0.5772 -1.0632 1.4796
C -1.9761 -3.5968 2.2436
O -2.3934 -4.9126 2.5656
C -2.9294 -5.0755 3.8466
S -4.7106 -5.1588 4.1119
O -5.2071 -3.7776 4.4512
O -5.4691 -6.0351 3.1486
C -4.5239 -6.1069 5.6230
C -3.2773 -6.1567 6.1919
C -3.0665 -6.8723 7.3469
C -4.1198 -7.5531 7.9224
C -5.3754 -7.5013 7.3476
C -5.5819 -6.7698 6.1963
S -1.9593 -5.2619 5.3606
O -0.7952 -6.2142 5.2564
O -1.7981 -3.9102 6.0051
H -1.4973 -3.6282 1.2638
H -2.8521 -2.9464 2.2063
H -1.2683 -3.2374 2.9929
H -2.0796 -6.8996 7.7819
H -3.9588 -8.1350 8.8157
H -6.1952 -8.0420 7.7910
H -6.5543 -6.7167 5.7313

3.
46
Properties=species:S:1:pos:R:3 method="wB97M-V/def2-TZVPD" multiplicity=2 total_charge=+3 homo_lumo_gap_ev="5.4 / 3.3" s_squared=0.892
Tc 0.6406 0.4519 -0.1806
F 2.2135 2.5765 5.8432
C 1.7589 2.5768 4.6223
C 1.7391 1.3855 3.8966
F 2.1730 0.2614 4.4183
C 1.2479 1.4278 2.6145
F 1.2191 0.2644 1.8592
C 0.7819 2.5714 2.0245
S 0.1890 2.4959 0.3906
C 0.8085 3.7486 2.7481
F 0.3711 4.8698 2.2069
C 1.2969 3.7604 4.0523
F 1.3187 4.8757 4.7347
C 4.5959 -0.3723 -2.9735
C 4.7810 -0.0932 -1.4943
S 3.6402 -0.9085 -0.3796
O 2.2083 -0.4062 -0.9054
C 3.6679 -2.6140 -0.9358
C 2.8393 -3.5028 -0.0237
H 5.3041 0.2462 -3.5222
H 3.5953 -0.1097 -3.3131
H 4.8076 -1.4076 -3.2269
H 4.6848 0.9641 -1.2366
H 5.7547 -0.4192 -1.1101
H 4.7307 -2.8757 -0.9150
H 3.3324 -2.6159 -1.9728
H 3.2008 -3.4768 1.0021
H 2.9110 -4.5285 -0.3808
H 1.7857 -3.2225 -0.0418
C -2.6741 -1.1351 -1.6350
Te -1.8144 -0.5639 0.3109
C -3.2873 1.0103 0.0701
C -4.4075 0.2597 -0.5861
C -5.7580 0.5506 -0.3823
C -6.7977 -0.1880 -1.0216
C -6.4935 -1.2434 -1.8401
C -5.1635 -1.5683 -2.0209
C -4.0946 -0.8016 -1.4120
H -2.4822 -2.1792 -1.8721
H -2.2201 -0.4766 -2.3775
H -2.8566 1.7725 -0.5769
H -3.5399 1.4266 1.0423
H -6.0420 1.3583 0.2790
H -7.8172 0.1112 -0.8192
H -7.2540 -1.8384 -2.3251
H -4.8953 -2.4180 -2.6343

4.
49
Properties=species:S:1:pos:R:3 method="wB97M-V/def2-TZVPD" smiles="C[C@H](CO)n1nnnc1-c1cccc(NC(=O)c2cc3c(cc2F)CN(C)S3(=O)=O)n1" total_charge=0 homo_lumo_gap_ev=8.6 e_above_lowest_kcal_mol=56.66
O 2.1397 -1.2159 2.2193
O -1.8518 0.3033 5.8845
O -2.6176 -2.1721 5.5791
F -0.9752 -1.5792 -0.6311
N 3.2280 2.3599 -5.3622
N 2.0065 2.3237 -5.0043
N 3.9319 1.5051 -4.5869
N 2.5265 -0.4815 -1.8163
O -0.6422 3.2707 -4.3154
C 1.2756 -1.3162 1.3152
C 3.1385 1.0094 -3.6470
C 3.5221 0.1199 -2.5192
C 2.8096 -1.1107 -0.6485
C 4.8768 0.0100 -2.1723
C 4.1572 -1.2427 -0.2177
C 5.1791 -0.7420 -1.0206
C -2.5422 -1.3349 1.0875
C -0.4994 -0.7712 2.9046
C -1.1753 -1.3414 0.7121
C -0.0965 -1.0777 1.5832
C -2.8469 -1.0586 2.3416
C -1.8301 -0.9598 3.3165
N 1.5987 -1.3343 -0.0034
N 1.9616 1.5605 -3.9070
N -4.1238 -0.3408 4.4287
C -5.3447 -0.5391 5.3400
C -4.2117 -0.7856 2.9938
C -0.1553 0.4570 -3.2441
C 0.2027 3.0698 -3.1209
C 0.8615 1.5849 -3.0057
S -2.5310 -0.7662 5.0032
H -0.1057 3.0843 -5.1243
H 5.7642 0.4485 -2.7170
H 4.2449 -1.9526 0.6449
H 6.2443 -0.8248 -0.6171
H -3.3333 -1.3579 0.3223
H 0.2363 -0.6202 3.6201
H 0.8873 -1.2902 -0.6375
H -5.5709 -1.6101 5.4336
H -5.2435 -0.2688 6.4256
H -6.2866 -0.0800 4.8698
H -4.6990 -1.7150 2.9790
H -4.8372 -0.1344 2.4594
H -0.4374 0.4551 -4.2722
H 0.4090 -0.4117 -3.0363
H -1.0262 0.5627 -2.6080
H -0.4455 3.1419 -2.2418
H 1.0337 3.7936 -3.0732
H 1.1934 1.3751 -1.9141